Entry 1:
Density functional theory data (ωB97M-V/def2-TZVPD) for C2H3NO3 in the gas phase at a distorted geometry.

Properties
Relative energy (zero: lowest compared OMol25 entry of this formula, charge and spin) = 205.35 kJ/mol
Total energy = -9753.96111 eV
E_LUMO = 0.0091 Ha
Structure (SMILES) = N#CC(O)(O)O
Multiplicity = 1
HOMO-LUMO gap = 12.1 eV

Each line ends with the Löwdin charge.
Positions of all 9 atoms, in Å:
1 N -0.794146 2.251547 -1.315896  0.16
2 C -0.555886 1.189482 -0.829970  -0.05
3 C -0.192167 -0.052511 -0.002705  -0.69
4 O -0.975009 0.009540 1.107985  0.08
5 O 1.140081 0.082977 0.537751  0.05
6 O -0.305391 -1.216767 -0.693581  0.08
7 H -0.578905 -0.605338 1.751892  0.13
8 H 1.878582 0.233241 -0.017012  0.09
9 H 0.382841 -1.892169 -0.538464  0.14

Atomic forces in eV per Å
N 1.04 -4.63 1.90
C -0.78 3.47 -1.48
C 2.12 0.99 0.67
O -0.57 -0.29 0.38
O -1.63 -0.33 1.15
O -0.39 -0.72 -1.20
H -0.23 0.28 -0.17
H 0.69 0.28 -1.58
H -0.25 0.96 0.32

---

Entry 2:
Density functional theory data (ωB97M-V/def2-TZVPD) for C32H32N2O4S3 in the gas phase at a distorted geometry.

Properties
Total energy = -77373.96054 eV
E_LUMO = -0.0137 Ha
Multiplicity = 1
HOMO-LUMO gap = 6.9 eV

Each line ends with the Löwdin charge.
Positions of all 73 atoms, in Å:
1 C -2.903727 -2.287317 3.024932  -0.25
2 S -2.499711 -0.875636 1.992141  1.11
3 C -2.176262 0.298834 3.341933  -0.21
4 C -0.731402 -0.886558 1.268133  -0.32
5 C -0.189094 -2.281960 1.525077  -0.24
6 C 0.982792 -2.503122 2.262161  0.01
7 C 1.386722 -3.801673 2.588148  0.01
8 C 0.594067 -4.888292 2.199457  -0.22
9 C 0.934056 -6.245809 2.536276  -0.17
10 N 1.175198 -7.368486 2.770366  0.15
11 C -0.564692 -4.666946 1.449315  -0.02
12 C -0.907176 -3.383428 1.055590  -0.09
13 H -2.839053 -3.212477 2.456251  0.05
14 H -2.251345 -2.316693 3.902220  0.07
15 H -3.945578 -2.114348 3.318588  0.07
16 H -1.616281 1.164096 2.983552  0.07
17 H -3.173789 0.596066 3.686439  0.07
18 H -1.625507 -0.230907 4.130248  0.07
19 H -0.190690 -0.173526 1.906344  0.11
20 H 1.593117 -1.645819 2.569131  0.11
21 H 2.307346 -3.973199 3.157202  0.13
22 H -1.202162 -5.516783 1.178728  0.13
23 H -1.761240 -3.231562 0.387923  0.13
24 C -3.729878 5.456786 0.788015  -0.07
25 N -2.721469 5.068600 -0.184083  -0.20
26 C -2.090553 6.148537 -0.913303  -0.07
27 C -2.356718 3.762045 -0.347925  -0.23
28 C -1.357068 3.330312 -1.266115  0.01
29 C -0.932475 1.997201 -1.276078  -0.04
30 C -1.382695 1.075154 -0.310288  -0.17
31 C -0.682768 -0.328958 -0.127534  -0.28
32 C 0.775505 -0.313050 -0.574685  -0.41
33 S 1.563653 -1.576020 -1.450816  0.65
34 C 0.765427 -1.618575 -3.044432  -0.27
35 C -0.313383 -2.480394 -3.283872  -0.07
36 C -0.883425 -2.512576 -4.558029  -0.08
37 C -0.373663 -1.693727 -5.571013  -0.09
38 C 0.688965 -0.818587 -5.313806  -0.07
39 C 1.250567 -0.767275 -4.036962  -0.05
40 O 2.942493 -1.226483 -1.710380  -0.30
41 O 1.259851 -2.890318 -0.936739  -0.31
42 S 1.747169 1.041216 -0.083558  0.70
43 C 3.459302 0.614738 0.171271  -0.29
44 C 4.384251 1.038547 -0.783022  -0.07
45 C 5.743208 0.883541 -0.533636  -0.07
46 C 6.166431 0.287919 0.662574  -0.08
47 C 5.229198 -0.246870 1.555204  -0.08
48 C 3.862967 -0.079091 1.314111  -0.05
49 O 1.813321 1.989484 -1.193496  -0.34
50 O 1.231410 1.462459 1.213457  -0.33
51 C -2.575987 1.429743 0.327315  -0.12
52 C -3.003338 2.752711 0.406346  -0.03
53 H -4.751064 5.192378 0.467935  0.09
54 H -3.553261 4.985793 1.765062  0.08
55 H -3.677468 6.543913 0.903623  0.08
56 H -1.026474 6.254529 -0.650806  0.10
57 H -2.166856 5.998723 -1.998525  0.09
58 H -2.604595 7.072992 -0.640223  0.08
59 H -0.895172 4.040716 -1.953656  0.11
60 H -0.278818 1.664510 -2.082390  0.11
61 H -1.165496 -1.007476 -0.856121  0.15
62 H -0.679705 -3.123621 -2.486575  0.10
63 H -1.718225 -3.189084 -4.749103  0.10
64 H -0.814593 -1.728148 -6.567674  0.10
65 H 1.101637 -0.177018 -6.093199  0.10
66 H 2.071077 -0.093651 -3.796139  0.12
67 H 4.035835 1.483943 -1.709714  0.11
68 H 6.454434 1.226254 -1.289040  0.11
69 H 7.235301 0.217129 0.881727  0.10
70 H 5.552792 -0.793774 2.444930  0.10
71 H 3.116055 -0.483320 1.989364  0.09
72 H -3.266101 0.677449 0.735586  0.04
73 H -3.845191 2.996240 1.056265  0.09

Atomic forces in eV per Å
C 0.16 -0.17 0.31
S 0.46 0.18 0.68
C -0.64 -0.10 0.11
C 0.76 -0.58 1.19
C 0.11 -0.24 -0.26
C -0.22 0.09 0.08
C 0.02 0.10 -0.03
C -0.09 0.40 0.00
C 0.61 -2.43 0.52
N -0.54 2.59 -0.47
C -0.21 -0.23 -0.35
C 0.10 -0.08 0.14
H -0.01 0.17 0.08
H -0.11 -0.19 -0.20
H 0.22 0.00 0.02
H -0.16 -0.19 -0.19
H 0.36 0.10 0.17
H -0.13 0.19 -0.27
H -0.25 -0.12 -0.07
H -0.36 -0.41 -0.05
H -0.40 0.10 -0.29
H 0.41 0.34 -0.04
H 0.18 -0.06 0.26
C 0.04 -0.16 -0.08
N -0.25 0.69 0.17
C 0.24 -0.19 -0.12
C 0.32 -0.76 0.27
C -0.45 -0.21 0.25
C -0.30 0.35 0.19
C -0.32 -0.77 -0.68
C -0.24 0.43 -2.30
C 1.20 -0.29 0.66
S -1.04 0.57 -0.57
C -0.28 0.13 -0.29
C 0.29 0.33 -0.22
C 0.16 0.17 0.08
C 0.02 0.08 0.06
C -0.04 -0.11 0.29
C -0.26 -0.24 -0.16
O -0.34 -0.04 0.25
O -0.01 -0.24 0.58
S -0.10 -0.27 -1.31
C 0.34 -0.33 0.21
C 0.10 0.04 0.31
C -0.12 -0.08 0.26
C -0.07 -0.15 -0.15
C -0.06 0.14 -0.09
C 0.25 0.31 -0.47
O 0.22 0.06 0.95
O -0.12 0.25 0.00
C 0.01 0.24 0.37
C 0.00 0.19 -0.41
H 0.18 0.01 0.04
H 0.02 0.16 -0.14
H -0.12 -0.32 0.13
H -0.16 -0.05 -0.10
H 0.01 0.11 0.15
H 0.20 -0.11 -0.27
H -0.22 -0.29 0.14
H 0.16 0.18 0.62
H -0.06 -0.12 0.39
H 0.17 0.07 -0.17
H 0.24 0.22 -0.05
H 0.12 -0.02 0.24
H -0.24 -0.20 0.12
H -0.14 -0.16 -0.11
H 0.00 -0.03 0.27
H -0.12 -0.11 0.39
H -0.37 -0.09 -0.08
H -0.03 0.27 -0.29
H 0.18 0.20 -0.02
H 0.62 0.81 -0.17
H 0.11 -0.13 -0.44

---

Entry 3:
Density functional theory data (ωB97M-V/def2-TZVPD) for C6H15NS in the gas phase at a distorted geometry.

Properties
Relative energy (zero: lowest compared OMol25 entry of this formula, charge and spin) = 40.04 kJ/mol
Total energy = -18790.17454 eV
E_LUMO = 0.0383 Ha
Structure (SMILES) = CCNCCCCS
Multiplicity = 1
HOMO-LUMO gap = 9.6 eV

Each line ends with the Löwdin charge.
Positions of all 23 atoms, in Å:
1 C -3.386528 0.298007 -0.394923  -0.09
2 C -2.266408 0.706188 0.583242  -0.30
3 N -1.063746 1.236161 -0.013401  -0.08
4 C -0.349615 0.364604 -0.927956  -0.25
5 C 1.152143 0.290221 -0.618444  -0.22
6 C 1.450182 -0.390414 0.678352  -0.30
7 C 2.927606 -0.816339 0.899711  -0.56
8 S 3.253727 -2.393239 0.063354  0.70
9 H -3.750417 1.195250 -0.893993  0.07
10 H -4.176546 -0.209378 0.146182  0.06
11 H -2.994646 -0.460774 -1.066835  0.06
12 H -2.632457 1.450218 1.294632  0.11
13 H -1.990022 -0.190639 1.141527  0.11
14 H -1.207761 2.141649 -0.427235  0.10
15 H -0.451832 0.652168 -1.977179  0.11
16 H -0.770325 -0.642869 -0.896483  0.11
17 H 1.533649 1.292583 -0.677428  0.11
18 H 1.602232 -0.216852 -1.479271  0.11
19 H 0.922182 -1.346399 0.741195  0.09
20 H 1.072900 0.084527 1.581540  0.11
21 H 3.576341 -0.039134 0.565806  0.06
22 H 3.044863 -0.919751 1.972461  0.06
23 H 4.504477 -2.085793 -0.294864  -0.16

Atomic forces in eV per Å
C 0.68 0.13 0.64
C -0.41 -0.31 -0.12
N 0.28 0.04 -0.06
C 0.39 -0.23 -0.12
C -0.86 -0.14 -0.84
C 0.62 -1.51 0.69
C -1.42 0.29 0.44
S 0.22 0.28 -0.08
H -0.18 -0.27 -0.32
H -0.40 0.19 0.16
H -0.02 0.23 -0.49
H -0.05 -0.12 0.04
H 0.08 0.06 0.22
H -0.15 0.17 -0.01
H -0.15 0.26 -0.07
H 0.00 -0.09 0.23
H 0.35 0.67 0.31
H 0.20 -0.32 0.29
H -0.38 -0.10 -0.38
H 0.11 0.77 -0.21
H 0.68 0.40 -0.37
H 0.34 -0.21 0.12
H 0.07 -0.19 -0.06

---

Entry 4:
Density functional theory data (ωB97M-V/def2-TZVPD) for C33H33As2Br2NOPtS as an isolated structure.

Properties
Relative energy (zero: lowest compared OMol25 entry of this formula, charge and spin) = 208.32 kJ/mol
Total energy = -314136.70200 eV
E_LUMO (alpha / beta) = 0.0110 / -0.0555 Ha
Multiplicity = 3
HOMO-LUMO gap (alpha / beta) = 7.4 / 5.7 eV

Each line ends with the Löwdin charge.
Positions of all 74 atoms, in Å:
1 Pt 1.200220 0.148884 0.434404  0.60
2 S 2.066020 2.196884 -0.559896  0.64
3 C 1.179920 3.579884 0.054904  -0.67
4 C 1.787120 4.824784 0.189504  -0.11
5 C 1.026820 5.923084 0.551604  -0.09
6 C -0.337380 5.803684 0.772204  -0.09
7 C -0.946080 4.564184 0.648604  -0.09
8 C -0.194680 3.456984 0.292404  -0.43
9 As -0.865680 1.665284 0.091504  1.21
10 C -2.787880 2.003684 0.330304  -0.40
11 C -3.280680 2.034084 1.629404  -0.13
12 C -4.630680 2.215184 1.862104  -0.08
13 C -5.500880 2.366084 0.793704  -0.08
14 C -5.014380 2.340984 -0.503296  -0.07
15 C -3.662480 2.153784 -0.737696  -0.09
16 C -0.765280 1.478784 -1.848496  -0.43
17 C -0.347380 2.514484 -2.676896  -0.13
18 C -0.091080 2.279284 -4.015796  -0.07
19 C -0.278980 1.014084 -4.548296  -0.08
20 C -0.729080 -0.016816 -3.740296  -0.08
21 C -0.958080 0.215884 -2.395896  -0.14
22 H 2.844420 4.922984 -0.002496  0.10
23 H 1.505920 6.884384 0.654204  0.10
24 H -0.926980 6.667284 1.037304  0.10
25 H -2.012280 4.455484 0.815004  0.10
26 H -2.590180 1.888284 2.454704  0.11
27 H -5.005580 2.220184 2.876304  0.11
28 H -6.557480 2.489684 0.972204  0.10
29 H -5.688480 2.453684 -1.338896  0.10
30 H -3.282880 2.105584 -1.754196  0.10
31 H -0.189980 3.502884 -2.257396  0.10
32 H 0.280320 3.077684 -4.643896  0.11
33 H -0.075880 0.828284 -5.593596  0.10
34 H -0.873980 -1.005616 -4.151196  0.10
35 H -1.282680 -0.595416 -1.751896  0.03
36 Br 2.549220 -4.994616 1.461604  0.82
37 C 3.680520 -3.528016 1.042104  -0.57
38 C 5.014520 -3.824916 0.797504  -0.19
39 C 5.919020 -2.822016 0.563304  -0.62
40 Br 7.739320 -3.289816 0.199404  0.74
41 C 5.525420 -1.471916 0.606704  -0.19
42 C 6.394720 -0.374416 0.458704  -0.03
43 C 5.895420 0.895284 0.567404  -0.03
44 C 4.521720 1.071784 0.783304  -0.19
45 N 3.681820 0.069784 0.869304  0.01
46 C 4.149920 -1.186316 0.821304  -0.15
47 C 3.165820 -2.223316 1.016604  -0.42
48 O 1.935220 -1.916716 1.165104  -0.30
49 H 5.339920 -4.855016 0.788004  0.09
50 H 7.447620 -0.548016 0.278804  0.08
51 H 6.540820 1.754784 0.480604  0.11
52 H 4.109920 2.067684 0.869904  0.05
53 C 0.026420 -4.395716 -1.067996  -0.18
54 C -1.123680 -3.417116 -0.910396  -0.40
55 As -0.741380 -1.993716 0.438104  1.22
56 C -0.563180 -2.965316 2.150404  -0.42
57 C -1.685780 -3.919716 2.521904  -0.15
58 C -2.612780 -1.323016 0.698504  -0.43
59 C -3.803880 -2.113116 0.170704  -0.16
60 H -0.149280 -5.070216 -1.904596  0.07
61 H 0.134020 -4.996116 -0.167196  0.02
62 H 0.964020 -3.865516 -1.240096  0.06
63 H -2.030180 -3.944816 -0.609196  0.05
64 H -1.331380 -2.910416 -1.858196  0.06
65 H -0.471780 -2.177816 2.907304  0.07
66 H 0.383520 -3.500616 2.132804  -0.02
67 H -2.608380 -3.379516 2.733804  0.06
68 H -1.400780 -4.475016 3.415304  0.07
69 H -1.868480 -4.640616 1.725904  0.06
70 H -2.667880 -0.325116 0.252704  -0.01
71 H -2.714880 -1.179816 1.779204  0.07
72 H -3.841080 -2.084316 -0.918996  0.07
73 H -4.719880 -1.652316 0.546104  0.07
74 H -3.797980 -3.152816 0.494004  0.05

Atomic forces in eV per Å
Pt 0.16 -0.53 0.35
S -0.10 -0.47 0.17
C -0.33 -0.30 -0.12
C -0.09 -0.10 -0.01
C -0.02 0.05 -0.02
C 0.00 -0.01 0.02
C -0.19 -0.10 0.01
C 0.28 0.07 0.16
As 0.08 0.45 -0.65
C 0.12 -0.18 0.23
C 0.29 -0.07 0.05
C -0.08 0.01 0.14
C -0.01 0.00 -0.03
C -0.08 -0.01 0.02
C 0.37 -0.06 -0.24
C -0.18 -0.04 -0.19
C -0.10 0.14 0.27
C -0.02 0.02 -0.10
C -0.02 -0.05 -0.10
C 0.03 -0.04 -0.06
C -0.17 -0.01 0.25
H 0.13 0.03 -0.01
H 0.05 0.13 0.02
H -0.04 0.10 0.05
H 0.04 0.07 0.02
H -0.11 0.04 0.06
H -0.03 0.03 0.04
H -0.12 0.04 0.02
H -0.08 0.02 -0.07
H -0.07 0.05 0.08
H 0.02 -0.06 -0.08
H -0.04 0.06 0.00
H 0.03 0.00 -0.05
H -0.03 -0.07 -0.03
H 0.02 0.04 -0.17
Br 0.05 0.08 0.00
C -0.61 0.32 0.14
C 0.70 0.26 -0.15
C 0.22 -0.50 0.01
Br -0.29 0.07 0.08
C -0.27 0.08 0.03
C -0.02 0.24 0.01
C 0.14 -0.32 0.03
C 0.11 0.09 0.14
N -0.22 0.44 -0.01
C 0.40 -0.57 -0.09
C 0.74 -0.39 -0.18
O -0.70 0.45 -0.01
H -0.02 -0.02 0.02
H -0.04 0.00 0.00
H 0.03 0.10 0.02
H -0.03 -0.07 -0.03
C 0.03 0.13 0.06
C 0.27 0.24 0.10
As -0.69 0.04 0.21
C 0.19 0.05 -0.03
C -0.05 0.22 -0.19
C 0.23 0.30 -0.09
C 0.15 -0.05 0.02
H -0.01 -0.04 -0.07
H 0.12 -0.02 -0.01
H 0.07 -0.11 0.01
H 0.00 0.17 0.04
H -0.03 0.04 0.14
H 0.09 -0.03 -0.15
H -0.01 0.23 -0.13
H -0.11 -0.12 -0.02
H -0.06 -0.03 0.05
H -0.10 -0.10 -0.01
H 0.06 -0.31 0.17
H 0.11 0.07 -0.05
H -0.01 -0.10 -0.01
H -0.04 -0.03 -0.06
H -0.03 -0.05 -0.01

---

> What is the formula in the first record?

C2H3NO3